Record 1
Computed, not measured: a molecular structure, C16H18BrFeISe4, with the ωB97M-V functional and the def2-TZVPD basis.

Last column: Löwdin charge in e.
Cartesian coordinates (Å):
Fe: -0.037 -0.059 0.415  -0.221
C: 1.423 -0.359 4.348  -0.093
C: -0.038 0.104 4.356  -0.365
C: -0.932 -1.026 4.864  -0.076
C: -0.482 0.656 3.013  -0.218
C: -1.669 0.267 2.389  -0.045
C: -2.144 0.920 1.252  -0.079
C: -1.446 1.988 0.682  -0.378
C: -2.050 2.824 -0.408  -0.101
C: -0.188 2.286 1.221  -0.071
C: 0.272 1.644 2.371  -0.047
H: 1.733 -0.636 5.356  0.082
H: 2.099 0.417 3.990  0.069
H: 1.541 -1.226 3.698  0.004
H: -0.119 0.939 5.062  0.145
H: -0.978 -1.836 4.134  0.089
H: -1.944 -0.675 5.075  0.080
H: -0.518 -1.431 5.787  0.081
H: -2.282 -0.510 2.823  0.114
H: -3.106 0.638 0.841  0.128
H: -2.740 2.246 -1.022  0.060
H: -1.288 3.255 -1.056  0.068
H: -2.611 3.647 0.042  0.092
H: 0.409 3.073 0.777  0.126
H: 1.215 1.961 2.797  0.122
Se: 0.786 -3.039 -2.537  0.105
Se: 2.044 -4.475 -1.429  -0.028
Se: 2.368 -3.657 0.827  -0.055
Se: 1.601 -1.526 1.035  0.089
Br: -2.347 0.107 -5.059  0.722
C: -0.497 -0.280 -5.073  -0.738
C: 0.090 -0.600 -6.288  -0.131
C: 1.443 -0.891 -6.348  -0.070
C: 2.212 -0.858 -5.196  -0.082
C: 1.630 -0.537 -3.982  -0.255
C: 0.275 -0.250 -3.916  -0.726
I: -0.586 0.278 -2.052  1.191
H: -0.525 -0.622 -7.177  0.100
H: 1.890 -1.150 -7.299  0.109
H: 3.267 -1.093 -5.236  0.113
H: 2.225 -0.516 -3.078  0.092

Calculated values
**Energy relative to the best compared isomer or geometry (same formula, charge and spin)**: 231.82 kJ/mol
**E**: -390798.85570 eV
**LUMO energy (spin up / spin down)**: 0.07 / -1.17 eV
**Charge**: 0
**Multiplicity**: 5
**Orbital gap (spin up / spin down)**: 6.6928 / 5.7876 eV

---

Record 2
Computed, not measured: 15 unconnected molecules or ions with the total composition C16H18Cl44, with the ωB97M-V functional and the def2-TZVPD basis.

Last column: Löwdin charge in e.
Cartesian coordinates (Å):
Cl: 1.074 0.507 -1.759  0.505
C: 0.664 -0.913 -0.688  -0.550
C: 0.808 -0.436 0.854  -0.631
Cl: -0.404 0.861 1.236  0.544
H: 1.253 -1.820 -0.824  0.044
H: -0.388 -1.161 -0.830  0.059
H: 1.792 -0.009 1.051  0.019
H: 0.549 -1.274 1.500  -0.006
C: 1.756 -4.229 2.421  -1.319
Cl: 1.220 -5.215 0.959  0.438
Cl: 0.319 -3.610 3.301  0.484
Cl: 2.778 -2.819 1.820  0.478
H: 2.358 -4.871 3.064  0.014
C: -5.291 4.518 0.707  -1.527
Cl: -7.004 4.411 0.289  0.539
Cl: -4.527 2.931 1.057  0.480
Cl: -4.936 5.754 1.920  0.518
H: -4.777 4.869 -0.187  0.001
C: -4.109 2.459 4.912  -1.430
Cl: -4.438 0.933 5.904  0.456
Cl: -2.880 3.612 5.564  0.492
Cl: -5.578 3.421 4.531  0.484
H: -3.709 2.059 3.981  -0.019
C: 3.779 5.202 -3.125  -1.538
Cl: 4.860 6.407 -3.875  0.526
Cl: 2.996 5.795 -1.641  0.506
Cl: 4.619 3.680 -2.875  0.530
H: 2.887 5.008 -3.722  -0.032
C: 0.399 5.691 1.139  -1.500
Cl: 0.110 7.201 0.282  0.537
Cl: -1.031 5.008 2.000  0.477
Cl: 1.744 5.883 2.369  0.459
H: 0.845 4.955 0.470  -0.046
C: 4.147 1.956 1.562  -1.511
Cl: 5.231 3.172 2.368  0.496
Cl: 5.168 0.699 0.831  0.499
Cl: 3.075 2.683 0.414  0.541
H: 3.537 1.529 2.359  0.007
C: 6.706 -3.929 1.886  -1.463
Cl: 5.645 -4.399 3.219  0.512
Cl: 6.076 -2.339 1.264  0.415
Cl: 6.711 -5.105 0.555  0.527
H: 7.663 -3.709 2.360  0.021
C: -3.200 -5.024 2.195  -1.492
Cl: -2.909 -3.292 2.011  0.494
Cl: -1.717 -5.928 2.315  0.516
Cl: -4.137 -5.595 0.760  0.466
H: -3.751 -5.080 3.134  0.026
C: -5.824 -1.499 0.261  -1.533
Cl: -5.278 -0.698 1.699  0.526
Cl: -6.268 -3.230 0.503  0.488
Cl: -4.570 -1.272 -0.957  0.504
H: -6.653 -1.038 -0.276  0.013
C: -1.228 3.165 -3.211  -1.454
Cl: 0.248 3.788 -3.951  0.521
Cl: -2.747 3.685 -4.017  0.498
Cl: -1.270 3.653 -1.426  0.453
H: -1.136 2.081 -3.277  -0.014
C: -1.803 -5.582 -2.984  -1.479
Cl: -0.742 -6.324 -4.244  0.507
Cl: -2.793 -4.136 -3.450  0.485
Cl: -0.964 -5.215 -1.473  0.483
H: -2.544 -6.355 -2.779  0.003
C: -0.026 0.508 4.631  -1.519
Cl: 1.340 -0.485 4.484  0.542
Cl: 0.649 2.064 5.284  0.464
Cl: -1.021 -0.143 5.972  0.487
H: -0.514 0.559 3.658  -0.054
C: 4.270 -3.522 -3.697  -1.478
Cl: 3.378 -4.866 -4.543  0.469
Cl: 3.791 -3.542 -2.020  0.514
Cl: 3.832 -1.950 -4.466  0.485
H: 5.351 -3.641 -3.770  0.021
C: -0.610 0.702 -7.125  -1.544
Cl: -1.699 -0.690 -7.157  0.521
Cl: 0.525 0.568 -5.820  0.531
Cl: -1.641 2.120 -6.850  0.491
H: -0.035 0.850 -8.039  0.025

Calculated values
**E**: -567868.58845 eV
**LUMO energy**: 0.02 eV
**Charge**: 0
**Multiplicity**: 1
**Orbital gap**: 10.7206 eV

---

Record 3
Computed, not measured: a molecular structure, C16H18ClFN2O2, with the ωB97M-V functional and the def2-TZVPD basis.

Last column: Löwdin charge in e.
Cartesian coordinates (Å):
O: 3.543 1.007 -0.062  0.062
C: 2.487 0.505 0.384  -0.404
N: 1.664 -0.252 -0.477  0.108
H: 0.995 -0.712 0.007  0.095
C: 2.026 -0.265 -1.704  -0.265
C: 1.834 -1.938 -2.199  -0.065
H: 2.364 -2.748 -1.482  0.143
H: 2.185 -1.925 -3.311  0.117
C: 0.283 -1.967 -2.322  -0.215
H: -0.107 -2.713 -3.011  0.099
H: -0.112 -2.519 -1.534  0.069
C: -0.272 -0.556 -2.599  -0.115
H: -0.946 -0.457 -3.181  -0.008
H: -1.010 -0.398 -1.682  0.146
C: 0.881 0.424 -2.600  -0.036
H: 0.738 1.156 -2.159  -0.006
H: 1.146 0.380 -3.476  0.039
H: 3.022 -0.132 -2.074  0.140
C: 2.050 0.666 1.716  -0.229
C: 1.751 -0.851 2.368  0.047
C: 0.314 -0.737 2.079  -0.364
O: -0.332 -2.002 1.988  -0.107
N: -0.207 0.370 1.666  0.068
C: -1.456 0.564 1.348  -0.345
C: -2.583 0.251 1.748  -0.064
C: -3.940 0.315 1.554  -0.657
C: -4.051 1.325 0.806  -0.302
C: -3.130 2.055 -0.058  0.143
C: -1.672 1.638 0.491  0.082
H: -0.976 2.257 0.077  0.052
H: -3.302 2.850 -0.738  0.089
F: -5.306 1.716 0.249  -0.036
Cl: -5.205 -0.616 2.200  0.780
H: -2.307 -0.735 2.758  0.236
C: 0.935 1.425 1.908  0.000
H: 0.701 1.925 2.624  0.040
H: 0.819 2.321 1.022  0.212
H: 1.840 -0.983 3.504  0.164
H: 2.286 -1.614 1.978  0.089
H: 3.052 0.967 2.196  0.197

Calculated values
**Energy relative to the best compared isomer or geometry (same formula, charge and spin)**: 1598.17 kJ/mol
**E**: -39184.15584 eV
**LUMO energy**: 0.09 eV
**Charge**: 0
**Multiplicity**: 1
**Orbital gap**: 9.0785 eV

---

Record 4
Computed, not measured: a single C16H18ClN3OS molecule, with the ωB97M-V functional and the def2-TZVPD basis.

Last column: Löwdin charge in e.
Cartesian coordinates (Å):
S: 0.628 -0.576 -1.912  0.723
C: -0.467 0.205 -0.943  -0.774
N: -0.286 1.499 -0.590  0.001
C: 0.798 2.307 -1.114  -0.148
C: 0.412 3.007 -2.376  -0.268
C: 0.446 2.608 -3.678  -0.028
C: -0.099 3.675 -4.433  -0.062
C: -0.427 4.640 -3.534  -0.129
O: -0.128 4.247 -2.284  0.040
N: -1.592 -0.419 -0.495  -0.121
C: -1.759 -1.828 -0.785  -0.181
C: -0.905 -2.665 0.191  -0.157
N: -0.728 -1.914 1.416  -0.101
C: 0.519 -1.795 1.986  -0.234
C: 1.381 -2.904 1.923  -0.022
C: 2.651 -2.886 2.455  -0.085
C: 3.121 -1.755 3.101  -0.097
C: 2.299 -0.650 3.189  -0.127
C: 1.030 -0.663 2.635  -0.546
Cl: 0.154 0.836 2.768  0.740
C: -1.908 -1.187 1.799  -0.159
C: -2.236 -0.079 0.760  -0.146
H: -1.081 2.018 -0.248  0.136
H: 1.639 1.637 -1.308  0.081
H: 1.070 3.041 -0.352  0.130
H: 0.814 1.671 -4.044  0.091
H: -0.225 3.714 -5.496  0.099
H: -0.861 5.614 -3.649  0.116
H: -2.823 -2.057 -0.683  0.123
H: -1.449 -2.019 -1.812  0.082
H: 0.072 -2.837 -0.261  0.087
H: -1.393 -3.630 0.381  0.125
H: 1.021 -3.806 1.454  0.110
H: 3.272 -3.765 2.376  0.104
H: 4.112 -1.729 3.527  0.100
H: 2.645 0.250 3.676  0.098
H: -1.785 -0.760 2.791  0.090
H: -2.736 -1.907 1.840  0.124
H: -3.318 -0.016 0.600  0.123
H: -1.879 0.880 1.127  0.062

Calculated values
**Energy relative to the best compared isomer or geometry (same formula, charge and spin)**: 181.21 kJ/mol
**E**: -46759.02989 eV
**LUMO energy**: 0.60 eV
**SMILES**: S=C(NCc1ccco1)N1CCN(c2ccccc2Cl)CC1
**Charge**: 0
**Multiplicity**: 1
**Orbital gap**: 8.4415 eV

---

Record 5
Computed, not measured: a molecular structure, C16H18F12N6O12S4Zn, with the ωB97M-V functional and the def2-TZVPD basis.

Last column: Löwdin charge in e.
Cartesian coordinates (Å):
Zn: 6.766 -17.692 -16.460  0.835
C: 2.012 -22.546 -15.888  -0.695
F: 3.043 -23.325 -15.723  0.166
F: 0.959 -23.126 -16.471  0.140
F: 1.675 -22.015 -14.715  0.139
S: 2.638 -21.179 -17.025  0.543
O: 1.638 -20.152 -17.284  -0.265
O: 3.845 -20.545 -16.382  -0.295
O: 3.023 -21.869 -18.260  -0.269
C: 9.476 -19.430 -10.311  -0.637
F: 8.922 -20.674 -10.298  0.092
F: 9.518 -18.949 -9.094  0.141
F: 10.683 -19.439 -10.890  0.115
S: 8.270 -18.278 -11.368  0.461
O: 6.928 -18.436 -10.875  -0.319
O: 8.722 -16.889 -11.157  -0.355
O: 8.389 -18.666 -12.772  -0.364
C: 2.630 -13.412 -13.300  -0.582
F: 3.302 -12.200 -13.265  0.082
F: 3.142 -14.225 -12.343  0.109
F: 1.313 -13.301 -13.091  0.109
S: 2.762 -14.212 -15.022  0.503
O: 1.545 -15.015 -15.304  -0.291
O: 2.889 -13.124 -16.006  -0.313
O: 3.905 -15.087 -14.963  -0.313
C: 10.824 -20.874 -21.048  -0.597
F: 11.106 -21.855 -21.923  0.106
F: 11.866 -20.689 -20.209  0.113
F: 10.514 -19.765 -21.778  0.094
S: 9.198 -21.336 -20.118  0.470
O: 9.228 -22.673 -19.598  -0.295
O: 8.980 -20.236 -19.148  -0.341
O: 8.123 -21.242 -21.078  -0.289
C: 6.714 -13.363 -6.934  -0.073
C: 6.192 -13.932 -5.744  -0.325
N: 5.718 -14.333 -4.794  0.126
H: 5.928 -12.735 -7.354  0.091
H: 6.999 -14.063 -7.720  0.094
H: 7.604 -12.843 -6.583  0.086
C: 4.155 -22.924 -8.264  -0.067
C: 5.101 -22.819 -7.141  -0.293
N: 5.842 -22.638 -6.296  0.116
H: 4.799 -22.996 -9.141  0.081
H: 3.637 -21.985 -8.456  0.086
H: 3.529 -23.811 -8.159  0.077
C: 13.019 -20.883 -15.324  -0.072
C: 13.382 -19.525 -15.738  -0.283
N: 13.698 -18.494 -16.134  0.117
H: 12.025 -21.258 -15.571  0.087
H: 13.335 -21.328 -14.381  0.079
H: 13.615 -21.401 -16.075  0.075
C: 13.546 -15.053 -12.042  -0.073
C: 14.431 -14.050 -12.628  -0.287
N: 15.127 -13.233 -13.049  0.109
H: 12.539 -14.878 -12.422  0.086
H: 13.554 -15.198 -10.962  0.084
H: 13.734 -15.996 -12.557  0.080
C: 10.019 -18.513 -3.574  -0.083
C: 10.335 -18.364 -2.195  -0.302
N: 10.498 -18.355 -1.037  0.115
H: 10.501 -17.718 -4.143  0.086
H: 8.962 -18.379 -3.806  0.093
H: 10.343 -19.520 -3.838  0.091
C: 12.129 -25.816 -8.706  -0.100
C: 12.440 -26.525 -7.500  -0.266
N: 12.724 -27.185 -6.547  0.112
H: 11.184 -26.071 -9.185  0.086
H: 12.906 -25.818 -9.471  0.085
H: 11.925 -24.752 -8.590  0.084

Calculated values
**E**: -174754.83348 eV
**LUMO energy**: -3.12 eV
**Charge**: -2
**Multiplicity**: 1
**Orbital gap**: 2.1523 eV

---

- Look up the E of the fourth one.
  -46759.02989 eV